A cluster of 2 separate species, C30H61N3O5P2 in total. Source: the Open Molecules 2025 dataset; level of theory: wB97M-V/def2-TZVPD.

Properties
SMILES string = COCCCCCCCCCC[PH](C)(CCCCOC=O)COc1ccccc1.CN(C)P(=O)(N(C)C)N(C)C
charge = 0
gap between HOMO and LUMO = 6.9 eV

Last column: Mulliken charge in e.
Element x y z (Å)
1 P -4.919 0.126 -2.922  0.66
2 P -1.156 -0.524 1.078  1.85
3 O 8.044 -1.059 3.285  -0.36
4 O -3.808 0.207 -1.872  -0.62
5 O 0.280 -2.296 -0.641  -0.29
6 O 1.095 -0.990 5.596  -0.48
7 O 0.689 1.240 5.281  -0.39
8 N -6.145 -0.131 -4.140  -0.06
9 N -6.184 0.387 -1.766  0.23
10 N -4.391 1.484 -3.809  0.33
11 C -6.910 -1.367 -3.956  -1.09
12 C -0.578 0.850 -0.109  -1.41
13 C 2.738 1.500 -0.869  -0.01
14 C 2.453 -5.322 0.257  -0.51
15 C 7.316 1.287 0.953  -0.76
16 C -3.184 1.302 -4.603  -1.13
17 C -1.285 1.678 3.767  0.65
18 C -2.592 0.552 1.753  -0.70
19 C -6.959 1.601 -1.609  -1.05
20 C -2.491 0.754 3.339  -1.20
21 C 1.139 -0.017 4.893  0.34
22 C 7.989 -0.158 1.041  -0.80
23 C 3.684 -4.995 -0.462  -0.46
24 C 3.677 1.523 0.417  -0.29
25 C 7.227 -1.057 2.113  -0.41
26 C -4.813 2.864 -3.771  -1.12
27 C -2.274 -1.904 0.490  -1.32
28 C 2.624 -2.829 -1.384  -0.18
29 C 5.052 2.268 0.129  -0.91
30 C 1.421 2.339 -0.664  -1.13
31 C -0.770 1.300 5.232  -0.80
32 C 0.431 -1.497 0.575  -1.07
33 C 6.219 1.240 -0.193  -0.60
34 C -6.792 0.794 -5.042  -0.82
35 C 0.507 1.810 0.527  0.32
36 C 7.622 -2.077 4.218  -0.66
37 C 1.340 -4.393 0.158  -0.12
38 C -5.914 -0.144 -0.424  -1.14
39 C 3.747 -3.781 -1.277  -0.58
40 C 1.398 -3.154 -0.643  0.34
41 H -6.850 -0.305 0.122  0.46
42 H -7.521 1.853 -2.507  0.22
43 H -4.932 3.250 -4.790  0.41
44 H -5.419 -1.114 -0.476  0.21
45 H -5.286 0.537 0.162  0.39
46 H -2.726 2.250 -4.892  0.46
47 H 3.894 0.458 0.702  0.20
48 H 3.135 2.039 1.250  0.37
49 H -2.605 1.607 1.342  0.35
50 H 4.689 -3.552 -1.827  0.35
51 H -2.425 0.741 -4.048  0.21
52 H -2.519 -0.220 3.893  0.30
53 H 2.726 -1.906 -2.001  0.35
54 H 5.331 2.921 0.999  0.46
55 H 2.325 -6.219 0.908  0.35
56 H 8.039 -0.667 0.043  0.37
57 H -1.130 0.260 5.440  0.34
58 H -4.085 3.499 -3.250  0.29
59 H -6.338 2.450 -1.303  0.33
60 H -1.477 2.774 3.657  0.47
61 H 0.042 2.672 1.073  0.37
62 H -0.680 -0.626 2.447  -0.36
63 H -7.281 1.627 -4.532  0.25
64 H -7.572 0.301 -5.627  0.36
65 H -0.410 1.430 3.094  -0.59
66 H -6.295 -2.132 -3.477  0.32
67 H 5.810 0.197 -0.269  0.35
68 H -7.794 -1.201 -3.330  0.34
69 H -0.116 0.371 -1.023  0.48
70 H 1.687 3.420 -0.507  0.25
71 H 8.119 2.031 0.723  0.34
72 H -1.832 -2.921 0.702  0.33
73 H 4.921 2.957 -0.757  0.40
74 H 1.144 1.267 1.285  -0.11
75 H 0.828 2.277 -1.622  0.42
76 H -2.387 -1.836 -0.630  0.28
77 H -5.776 3.017 -3.296  0.35
78 H -3.619 0.145 1.571  0.01
79 H 6.657 1.516 -1.187  0.29
80 H 6.201 -0.621 2.303  0.33
81 H 9.043 0.018 1.397  0.36
82 H 1.621 -0.162 3.879  0.29
83 H 3.313 1.961 -1.724  0.61
84 H -6.090 1.197 -5.775  0.22
85 H -3.413 0.746 -5.521  0.29
86 H -1.178 1.988 6.012  0.35
87 H -7.230 -1.787 -4.915  0.41
88 H 8.293 -2.973 4.147  0.22
89 H 2.469 0.440 -1.156  -0.54
90 H 6.779 1.530 1.915  0.42
91 H 1.329 -0.830 0.397  -0.22
92 H -3.432 1.310 3.637  0.47
93 H 0.719 -2.137 1.469  0.67
94 H 4.543 -5.695 -0.358  0.35
95 H -3.297 -1.909 0.935  0.44
96 H 0.383 -4.575 0.713  0.29
97 H 7.063 -2.085 1.678  0.33
98 H -7.730 1.473 -0.843  0.38
99 H 7.691 -1.614 5.240  0.23
100 H -1.417 1.487 -0.488  0.61
101 H 6.540 -2.345 4.051  0.31

***

A structure of composition C5H8Cl2N3. Source: the Open Molecules 2025 dataset; level of theory: wB97M-V/def2-TZVPD.

Properties
charge = +1
gap between HOMO and LUMO = 8.5 eV
energy above the lowest of the compared OMol25 structures with the same formula, charge and spin = 96.33 kcal per mole

Last column: Mulliken charge in e.
Element x y z (Å)
1 Cl 0.150 2.442 3.356  -0.14
2 Cl -1.310 1.278 1.111  -0.03
3 N -1.550 0.018 -1.033  -0.69
4 N 2.530 -1.931 -0.987  -0.60
5 N -1.351 -1.291 -0.994  0.30
6 C -0.145 -2.054 -0.970  -0.13
7 C -1.442 2.167 2.640  -0.33
8 C 1.215 -1.260 -0.978  0.23
9 C 1.094 0.309 -0.979  -0.17
10 C -0.398 0.839 -1.010  -0.26
11 H 3.071 -1.617 -0.167  0.33
12 H 3.037 -1.544 -1.810  0.33
13 H -1.916 3.129 2.451  0.30
14 H -2.218 -1.870 -1.012  0.30
15 H -0.540 1.978 -1.049  0.49
16 H -2.047 1.587 3.335  0.30
17 H 1.988 1.010 -0.960  0.34
18 H -0.166 -3.190 -0.945  0.43

***

An isolated molecule of C4H4O2. Source: the Open Molecules 2025 dataset; level of theory: wB97M-V/def2-TZVPD.

Properties
SMILES string = O=CC#CCO
charge = 0
gap between HOMO and LUMO = 10.7 eV
energy above the lowest of the compared OMol25 structures with the same formula, charge and spin = 69.42 kcal per mole

Last column: Mulliken charge in e.
Element x y z (Å)
1 O 0.297 -1.452 2.227  -0.47
2 O -0.285 1.924 -0.829  -0.49
3 C 0.141 -0.396 -0.437  0.14
4 C -0.560 -1.546 1.383  0.23
5 C 0.682 0.905 -0.765  -0.35
6 C -0.279 -1.479 -0.051  -0.26
7 H -1.637 -1.470 1.608  0.31
8 H 1.437 1.209 -0.026  0.29
9 H -0.995 1.600 -1.398  0.33
10 H 1.199 0.707 -1.711  0.25

***

Number 1: LUMO -0.0329 hartree. Number 2: LUMO -0.1998 hartree. Number 3: LUMO 0.0157 hartree.